No. 1
{"formula": "C4H6CdLiO2", "method": "the ωB97M-V functional and the def2-TZVPD basis", "e_homo_ev": [-10.87, -10.87], "homo_lumo_gap_ev": [5.32, 5.85], "charge": 1, "de_lowest_kcal_mol": 33.43, "lumo_ev": [-5.55, -5.03], "mol_weight_g_mol": 205.443, "symbols": ["O", "C", "C", "Cd", "Li", "H", "H", "C", "C", "O", "H", "H", "H", "H"], "xyz": [[1.30, 2.39, 0.68], [1.88, 1.68, -0.34], [2.18, 0.35, -0.12], [-2.02, -1.47, 2.08], [-3.05, -1.74, -0.98], [2.14, -0.05, 0.91], [2.80, -0.19, -0.83], [-1.12, 0.11, -0.28], [-0.25, -0.79, -0.81], [-1.30, 0.15, 1.10], [-1.41, 1.03, -0.79], [-0.10, -0.79, -1.89], [0.08, -1.67, -0.24], [-1.14, 1.01, 1.51]], "mulliken_charge": [-0.336, 0.345, -0.676, -0.120, 0.771, 0.321, 0.358, -0.142, -0.679, -0.137, 0.362, 0.378, 0.302, 0.253]}

=====

No. 2
{"formula": "C23H30IrN2S2", "method": "the ωB97M-V functional and the def2-TZVPD basis", "e_homo_ev": [-14.61, -14.62], "homo_lumo_gap_ev": [5.71, 5.77], "charge": 2, "multiplicity": 2, "lumo_ev": [-8.89, -8.84], "mol_weight_g_mol": 590.858, "symbols": ["Ir", "S", "C", "N", "C", "C", "N", "C", "C", "C", "C", "C", "C", "C", "C", "S", "C", "C", "C", "C", "C", "C", "C", "H", "H", "H", "H", "H", "H", "H", "H", "H", "H", "H", "H", "H", "H", "H", "H", "H", "H", "C", "C", "C", "C", "H", "H", "H", "H", "H", "H", "H", "H", "H", "C", "H", "H", "H"], "xyz": [[-0.08, -0.01, -0.04], [1.73, -1.35, -1.02], [2.10, -2.50, 0.23], [3.20, -3.28, 0.04], [3.63, -4.14, 1.11], [2.40, -4.78, 1.76], [1.49, -3.74, 2.18], [0.84, -3.91, 3.46], [1.87, -3.73, 4.55], [2.20, -4.78, 5.40], [3.14, -4.59, 6.39], [3.79, -3.36, 6.52], [3.46, -2.31, 5.67], [2.51, -2.50, 4.68], [1.32, -2.66, 1.39], [0.09, -1.52, 1.85], [3.96, -3.22, -1.19], [3.17, -3.81, -2.34], [2.64, -5.09, -2.24], [1.91, -5.63, -3.28], [1.72, -4.90, -4.45], [2.24, -3.61, -4.55], [2.96, -3.07, -3.51], [4.17, -3.54, 1.86], [4.30, -4.90, 0.73], [2.71, -5.36, 2.63], [1.90, -5.45, 1.06], [0.40, -4.91, 3.50], [0.04, -3.18, 3.56], [1.70, -5.73, 5.30], [3.37, -5.39, 7.07], [4.54, -3.23, 7.28], [3.94, -1.35, 5.79], [2.25, -1.68, 4.02], [4.88, -3.79, -1.05], [4.23, -2.18, -1.41], [2.80, -5.67, -1.34], [1.50, -6.62, -3.20], [1.18, -5.33, -5.28], [2.08, -3.04, -5.45], [3.38, -2.08, -3.60], [-4.17, 1.07, -1.33], [-2.93, 1.14, -0.42], [-3.23, 0.47, 0.93], [-1.79, 0.48, -1.14], [-4.98, 1.61, -0.86], [-4.48, 0.04, -1.49], [-3.97, 1.53, -2.29], [-2.70, 2.19, -0.25], [-3.59, -0.55, 0.78], [-3.99, 1.02, 1.46], [-2.33, 0.44, 1.56], [-1.48, 1.04, -2.03], [-2.05, -0.56, -1.41], [0.33, 1.97, 0.42], [0.62, 2.52, -0.47], [1.17, 1.97, 1.13], [-0.52, 2.46, 0.89]], "mulliken_charge": [0.775, 0.102, 0.217, 0.199, -0.779, -0.648, 0.183, -1.485, 0.914, -0.363, -0.617, -0.467, -0.794, -0.114, 0.654, -0.285, -1.788, 0.918, -0.213, -0.805, -0.479, -0.737, -0.241, 0.344, 0.496, 0.470, 0.337, 0.452, 0.450, 0.411, 0.413, 0.415, 0.429, 0.376, 0.523, 0.642, 0.376, 0.423, 0.424, 0.419, 0.484, -1.585, 0.778, -1.227, -1.335, 0.409, 0.409, 0.412, 0.163, 0.322, 0.418, 0.241, 0.516, 0.505, -1.216, 0.435, 0.360, 0.362]}